Record 1
A molecular structure, C25H22BrCoN4O4Si, computed with the ωB97M-V functional and the def2-TZVPD basis.

Computed properties:
relative energy (zero: lowest compared OMol25 entry of this formula, charge and spin) = 0.0000 eV
calculated total energy = -155978.591 eV

```
58
Properties=species:S:1:pos:R:3:forces:R:3
Co 2.07035 0.25769 -0.79178 0.31 0.10 0.29
Br 2.48274 -2.04813 1.52136 -0.01 0.01 0.03
C 2.36443 -0.24620 2.00765 0.00 0.01 -0.01
C 2.43141 0.17332 3.32551 0.01 -0.03 0.00
C 2.35000 1.53055 3.58824 0.00 0.02 0.01
C 2.20501 2.43778 2.54617 -0.01 0.01 0.02
C 2.14490 1.94307 1.26575 -0.07 -0.01 0.02
N 2.22188 0.62855 1.02380 0.00 -0.03 0.03
C 1.99715 2.78251 0.01883 0.24 -0.02 -0.09
O 1.92749 3.98065 0.07163 -0.10 0.01 0.02
O 1.99772 2.05705 -1.07521 -0.11 0.02 0.02
H 2.54392 -0.55566 4.11362 0.00 0.00 0.00
H 2.40161 1.87900 4.61110 0.00 0.00 0.00
H 2.14057 3.50590 2.69501 0.00 0.00 0.00
O 3.87828 0.14346 -1.10277 -0.23 -0.18 -0.13
N 4.71015 0.77818 -0.32021 0.03 0.11 0.09
C 5.95837 0.54915 -0.55119 -0.08 -0.01 0.00
C 6.91286 1.21296 0.29042 0.02 0.00 -0.03
N 7.68573 1.73359 0.96085 -0.01 -0.01 0.01
C 6.41193 -0.34127 -1.58595 0.02 0.04 0.01
N 6.77468 -1.05208 -2.41096 0.00 -0.02 0.01
C -3.03129 -2.22208 -2.17677 0.00 -0.01 0.02
C -1.52525 -1.98929 -2.00039 -0.03 0.02 -0.01
C -0.82544 -3.29084 -1.59237 0.03 0.01 0.00
C -0.95505 -1.52205 -3.34711 -0.02 0.02 0.00
Si -1.17239 -0.63065 -0.73622 0.03 -0.07 0.17
O 0.45005 -0.38628 -0.76482 0.04 -0.02 -0.47
C -1.58067 -1.09352 1.04320 -0.08 0.04 0.00
C -1.07007 -0.25131 2.03836 -0.03 0.01 0.01
C -1.29668 -0.49399 3.38409 0.00 0.00 -0.01
C -2.05246 -1.59350 3.77070 0.00 0.00 0.00
C -2.58085 -2.43449 2.80413 0.01 0.00 0.00
C -2.34726 -2.18293 1.45699 0.04 -0.02 0.01
C -2.06151 0.95924 -1.14908 0.00 0.02 0.05
C -3.43532 1.07818 -0.91497 0.02 0.01 0.02
C -4.11344 2.25105 -1.20863 0.01 0.00 0.00
C -3.42330 3.33607 -1.73404 -0.01 0.00 0.00
C -2.05898 3.24291 -1.96187 0.01 0.00 0.00
C -1.38544 2.06243 -1.67335 -0.02 -0.01 -0.04
H -3.19748 -3.00486 -2.92426 0.00 0.00 0.00
H -3.53266 -1.31827 -2.52784 -0.01 0.00 -0.01
H -3.52548 -2.54042 -1.25616 0.02 0.00 -0.01
H -0.97842 -4.05551 -2.36121 0.01 0.01 0.00
H -1.20100 -3.68930 -0.64905 -0.01 -0.01 0.01
H 0.25199 -3.14102 -1.48168 -0.02 -0.01 -0.01
H -1.15961 -2.27326 -4.11679 0.00 0.00 0.00
H 0.12617 -1.38057 -3.30041 0.01 0.00 0.00
H -1.40737 -0.58170 -3.67243 0.01 0.00 0.00
H -0.49779 0.62729 1.75305 -0.01 0.00 -0.01
H -0.89673 0.18021 4.13224 0.00 0.00 0.00
H -2.23587 -1.78716 4.81988 0.00 0.00 0.00
H -3.17718 -3.28929 3.09724 0.00 0.00 0.00
H -2.76953 -2.86024 0.72533 0.00 0.01 0.01
H -3.98448 0.24717 -0.48358 0.00 0.00 0.00
H -5.17733 2.32368 -1.02118 0.00 0.00 0.00
H -3.94970 4.25497 -1.95908 0.00 0.00 0.00
H -1.51452 4.08947 -2.36039 0.00 0.00 0.00
H -0.31880 2.00979 -1.85342 0.00 0.00 -0.01
```
Forces are in eV/Å.

=====

Record 2
10 unconnected molecules or ions with the total composition C39H71N9O in a non-equilibrium geometry, computed with the ωB97M-V functional and the def2-TZVPD basis.

Computed properties:
SMILES = CC(C)O.CCCC#N.CCCC#N.CCCC#N.CCCC#N.CCCC#N.CCCC#N.CCCC#N.CCCC#N.CCCC#N
calculated total energy = -57049.976 eV

```
120
Properties=species:S:1:pos:R:3:forces:R:3
C 0.68783 -2.49503 -4.86414 -0.49 0.03 -0.37
C -0.53629 -2.69561 -3.92249 0.92 0.06 -2.28
C -1.59840 -3.61070 -4.57155 0.40 0.94 0.15
O -0.08839 -3.35521 -2.80305 -0.28 -0.95 1.77
H 1.50830 -1.92468 -4.42868 -0.16 0.06 0.44
H 0.42582 -1.96670 -5.78083 -0.23 0.00 -0.06
H 1.10647 -3.46087 -5.14696 -0.10 -0.16 0.04
H -0.93648 -1.70523 -3.70543 -0.29 0.12 0.18
H -1.90935 -3.24651 -5.55073 0.11 0.12 -0.04
H -2.48624 -3.61241 -3.93923 -0.01 -0.40 0.09
H -1.15662 -4.59993 -4.69133 -0.23 -0.06 0.15
H 0.72841 -2.96874 -2.47889 0.27 0.19 0.03
C 3.76665 -3.08781 5.36153 -0.16 0.72 0.31
C 4.69930 -1.93439 4.91576 0.13 -0.86 -0.27
C 4.20185 -1.14204 3.67166 -0.26 0.53 0.45
C 2.76687 -0.92571 3.53411 -2.94 0.38 0.37
N 1.61425 -0.75310 3.42700 2.49 -0.41 0.13
H 2.82536 -2.65463 5.69981 -0.41 0.15 -0.71
H 3.99965 -3.60104 6.29448 1.01 -0.12 -0.23
H 3.60103 -3.82002 4.57125 -0.10 0.07 0.07
H 5.69059 -2.26894 4.60994 -0.01 -0.52 -0.02
H 4.96200 -1.29695 5.76000 -0.62 0.38 -0.07
H 4.45104 -1.56123 2.69684 0.61 -0.31 0.20
H 4.62865 -0.14123 3.73743 0.15 0.06 -0.34
C -1.76736 3.46568 2.12580 0.40 0.14 0.02
C -1.86370 2.87293 3.52674 -1.03 0.07 0.20
C -2.65786 3.81149 4.51963 1.75 -0.23 0.21
C -1.69619 4.78855 5.10427 2.06 2.19 0.94
N -0.87153 5.50704 5.55293 -2.71 -2.32 -1.46
H -1.18160 2.87761 1.41929 0.12 -0.26 0.27
H -1.24740 4.41985 2.21129 -0.14 0.25 -0.19
H -2.72654 3.60675 1.62761 -0.19 0.15 0.30
H -0.87845 2.64853 3.93541 0.01 0.16 0.02
H -2.40425 1.92645 3.53569 0.04 -0.07 -0.23
H -2.97275 3.21905 5.37868 -0.35 -0.04 -0.11
H -3.50859 4.31081 4.05591 0.09 -0.02 0.04
C 0.92699 1.59416 -4.21288 -0.39 -0.06 0.33
C 0.12709 2.90296 -4.27458 0.96 0.26 0.52
C -0.04120 3.64662 -2.90781 0.74 -0.90 0.22
C 1.21845 3.90440 -2.14394 0.76 0.47 -0.63
N 2.22398 4.09434 -1.59885 -1.21 -0.29 -0.38
H 1.17188 1.25431 -5.21918 -0.12 -0.05 0.06
H 0.33618 0.82022 -3.72292 -0.10 -0.17 -0.12
H 1.85770 1.64758 -3.64806 0.10 0.40 -0.03
H -0.86351 2.70409 -4.68355 -0.01 0.07 0.07
H 0.64807 3.57515 -4.95638 -0.14 0.16 -0.06
H -0.53692 2.97946 -2.20265 -0.72 0.03 -0.13
H -0.60722 4.56724 -3.04986 0.08 -0.04 0.26
C 1.06660 6.55771 2.83163 -0.48 -0.94 0.41
C 1.77543 5.19122 3.14917 0.05 1.69 -0.31
C 2.41969 4.57512 1.89835 -0.21 0.44 0.07
C 2.90119 3.24385 2.19534 0.04 -0.35 -0.51
N 3.30168 2.18777 2.39057 0.10 -0.31 0.18
H 0.50124 6.91693 3.69153 0.21 -0.16 0.25
H 0.28959 6.36013 2.09316 0.07 0.13 -0.36
H 1.67095 7.40307 2.50266 0.39 -0.41 -0.16
H 1.05310 4.50602 3.59283 -0.05 0.00 -0.13
H 2.54684 5.35452 3.90174 0.02 -0.07 0.06
H 3.26684 5.13163 1.49743 0.11 0.28 0.33
H 1.73690 4.57098 1.04871 -0.23 -0.38 0.08
C 5.46056 -2.51126 -1.22074 0.58 -0.45 -0.20
C 6.87424 -3.04630 -1.57955 -0.98 -0.51 1.40
C 6.86009 -3.99831 -2.77933 0.30 0.87 -0.99
C 5.86048 -5.06087 -2.77378 -2.84 -2.76 0.70
N 5.03935 -5.91111 -2.73844 2.76 2.79 -0.18
H 4.99690 -2.06473 -2.10036 -0.28 -0.18 0.07
H 5.42577 -1.76712 -0.42503 0.46 0.09 -0.04
H 4.89700 -3.35994 -0.83314 -0.43 0.10 -0.40
H 7.17869 -3.69625 -0.75920 0.23 0.26 0.37
H 7.59002 -2.22506 -1.61588 0.13 -0.26 -0.63
H 7.83442 -4.45753 -2.94640 0.07 -0.01 0.14
H 6.65698 -3.41947 -3.68032 0.00 0.06 -0.22
C -4.63093 0.92174 1.60368 0.06 0.34 -0.84
C -5.60317 1.99041 1.00055 1.32 -0.98 0.51
C -6.68337 2.28665 2.01771 -0.55 1.39 -0.68
C -7.84059 1.44499 1.88640 -3.24 -3.08 -0.06
N -8.79285 0.76758 1.73486 2.82 2.04 0.42
H -4.29778 1.20103 2.60323 0.10 0.26 -0.10
H -3.77022 0.82316 0.94219 0.22 0.09 0.17
H -5.00768 -0.09517 1.71353 -0.60 0.14 -0.19
H -5.95393 1.70284 0.00940 -0.47 -0.35 0.25
H -5.05943 2.90740 0.77347 0.25 0.08 0.41
H -7.12256 3.25925 1.79577 0.19 0.43 0.08
H -6.28764 2.36798 3.03008 -0.12 -0.36 0.01
C 0.74689 -4.12364 2.36391 -0.29 0.11 -0.73
C 0.31020 -4.10408 0.87663 0.65 -0.13 0.61
C -1.18444 -4.21519 0.64500 -0.83 -0.47 -0.25
C -1.86693 -5.21916 1.48390 1.07 1.47 -0.97
N -2.39202 -5.97301 2.14981 -0.83 -1.22 1.00
H 0.54295 -5.08587 2.83361 -0.05 -0.05 -0.09
H 0.22284 -3.35747 2.93527 0.15 0.10 0.05
H 1.82182 -3.94665 2.40016 -0.03 0.10 0.18
H 0.84057 -4.90567 0.36257 -0.17 -0.16 -0.07
H 0.66382 -3.19591 0.38850 -0.07 0.12 0.07
H -1.41847 -4.49787 -0.38136 0.28 0.01 -0.21
H -1.71870 -3.27315 0.76840 0.14 0.17 0.33
C -4.26073 -0.92609 -2.19850 0.49 -1.07 -0.60
C -5.02011 -0.87954 -3.51128 0.26 0.42 -0.05
C -4.53045 0.25678 -4.44466 -0.21 -0.15 0.08
C -3.12930 0.14585 -4.89937 2.95 -0.52 -0.53
N -1.99919 0.06904 -5.22509 -3.35 0.32 0.88
H -4.08221 0.06498 -1.78133 -0.05 -0.10 0.12
H -3.32715 -1.44479 -2.41637 0.45 0.34 0.39
H -4.79436 -1.58628 -1.51477 0.00 0.30 0.28
H -6.06287 -0.78804 -3.20734 -0.22 0.42 -0.81
H -4.91018 -1.79704 -4.08938 -0.08 -0.23 0.30
H -4.59205 1.22064 -3.93942 -0.22 0.11 -0.06
H -5.15288 0.26851 -5.33939 -0.03 0.24 -0.01
C -1.16720 -0.11442 -0.51991 1.06 -0.25 -1.21
C 0.00725 0.16350 0.45373 -0.87 -0.46 -0.39
C 1.41553 0.28598 -0.17171 0.24 -0.63 -0.31
C 1.84803 -0.88358 -0.97689 0.61 -2.59 -1.56
N 2.16491 -1.81831 -1.62689 -0.99 3.03 2.10
H -2.16948 -0.36471 -0.17223 0.14 0.76 0.77
H -0.99057 -1.01088 -1.11426 0.61 -0.37 0.00
H -1.17855 0.64125 -1.30537 -0.50 0.40 0.09
H -0.01980 -0.66194 1.16508 0.45 0.24 0.31
H -0.14350 1.10312 0.98521 -0.10 -0.16 0.19
H 2.14548 0.43407 0.62411 0.01 -0.18 0.20
H 1.58888 1.14399 -0.82123 -0.51 0.25 -0.10
```
Forces are in eV/Å.

=====

Record 3
A molecular structure, CH5N2O2Si in a non-equilibrium geometry, computed with the ωB97M-V functional and the def2-TZVPD basis.

Computed properties:
relative energy (zero: lowest compared OMol25 entry of this formula, charge and spin) = 1.6292 eV
calculated total energy = -16066.123 eV
net charge = -1

```
11
Properties=species:S:1:pos:R:3:forces:R:3
C 1.22388 -0.78772 -0.86493 1.08 4.89 1.09
N 1.01096 -0.00884 0.33993 -2.42 -0.35 -0.44
N 0.68644 0.91448 -0.85155 2.72 -2.38 -0.14
O -0.68146 1.05788 -0.79219 -0.02 -0.03 -1.00
O 1.95349 0.26305 1.15959 1.20 0.23 0.35
Si -1.36405 0.38053 0.55410 0.49 -1.53 1.85
H 2.26590 -0.89700 -1.21479 -0.72 0.14 0.08
H 0.46237 -1.42885 -1.08283 -1.77 -1.85 -0.77
H -1.15712 0.88618 2.01096 -0.10 -0.16 -1.10
H -2.69012 0.72962 0.09614 -1.08 0.72 0.11
H -1.71029 -1.10934 0.64557 0.63 0.32 -0.03
```
Forces are in eV/Å.

=====

Record 4
8 unconnected molecules or ions with the total composition C12H40N12O8 in a non-equilibrium geometry, computed with the ωB97M-V functional and the def2-TZVPD basis.

Computed properties:
SMILES = NC(N)=O.NC(N)=O.NC(N)=O.NC(N)=O.NC(N)=O.NC(N)=O.CC(C)O.CC(C)O
relative energy (zero: lowest compared OMol25 entry of this formula, charge and spin) = 3.1041 eV
calculated total energy = -47357.332 eV

```
72
Properties=species:S:1:pos:R:3:forces:R:3
C -1.36442 3.65582 -4.07151 -1.16 0.70 0.39
O -2.36133 4.31448 -4.07190 -3.69 2.11 -0.48
N -0.51254 3.63361 -5.02340 3.35 0.39 -4.54
N -1.06997 2.88791 -3.09852 0.91 -2.96 4.56
H -0.76349 4.09835 -5.88428 0.44 -0.03 0.27
H 0.39649 3.23240 -4.84229 -0.19 -0.01 -0.54
H -1.71286 2.90323 -2.31969 0.29 -0.38 -0.05
H -0.28071 2.25891 -3.13747 -0.21 0.16 0.25
C 1.12908 -0.29731 -0.51506 -1.28 2.38 -2.46
O 2.30654 -0.46092 -0.48632 3.38 -0.56 -1.54
N 0.40311 0.16096 -1.56213 0.24 0.01 -1.61
N 0.40841 -0.34458 0.53488 -2.20 -1.00 5.44
H 0.91321 0.59473 -2.31826 -0.20 -0.13 -0.08
H -0.58015 0.35864 -1.44287 0.20 -0.02 -0.09
H -0.40433 0.24227 0.65799 -0.29 -0.15 -0.38
H 0.87390 -0.64075 1.38087 0.17 0.00 0.02
C 5.03847 -1.65488 1.00912 -2.82 0.67 1.67
O 5.98392 -1.98948 1.62237 3.47 -3.16 3.13
N 3.73448 -1.77445 1.25163 -1.75 -2.10 2.38
N 5.18333 -0.84653 0.04035 1.57 5.19 -6.55
H 3.05088 -1.22394 0.75190 0.23 -0.33 -0.21
H 3.39342 -2.34483 2.01217 0.17 0.05 -0.24
H 4.45402 -0.20910 -0.24580 -0.15 -0.55 -0.10
H 6.10117 -0.49053 -0.18530 -0.05 -0.40 0.38
C 2.58598 2.02978 -4.13671 0.62 -0.74 -0.02
O 1.48462 1.77665 -3.77122 -4.31 -0.67 1.15
N 3.07296 1.54211 -5.23769 0.76 -1.51 -3.69
N 3.44320 2.67850 -3.43535 2.62 2.51 1.97
H 3.92729 1.88410 -5.65395 -0.35 -0.40 -0.09
H 2.46071 0.89379 -5.71194 0.43 0.20 -0.29
H 3.12510 3.16598 -2.60996 0.51 -0.01 -0.18
H 4.34977 2.76218 -3.87265 0.04 0.56 1.03
C -1.91513 -3.27367 1.71226 0.99 1.74 -0.66
O -0.92724 -3.93568 1.95584 -0.05 -1.68 0.74
N -3.18319 -3.64171 1.56583 -2.78 -2.71 0.36
N -1.80160 -1.96979 1.47884 0.04 1.41 -0.01
H -3.50818 -4.50917 1.96830 0.35 0.01 -0.25
H -3.91657 -3.11267 1.11597 0.62 0.18 0.22
H -0.87290 -1.57362 1.50461 -0.53 0.09 -0.38
H -2.64809 -1.44362 1.31543 0.78 0.49 0.08
C -3.88256 0.92389 -2.64339 2.12 -1.52 4.05
O -3.09865 1.26213 -1.72638 -0.76 0.55 -1.10
N -4.13098 1.45786 -3.77663 0.62 4.27 -4.24
N -4.57648 -0.19026 -2.59784 -2.11 -3.07 0.49
H -3.65220 2.31341 -4.01935 0.03 0.31 -0.08
H -4.50780 0.92940 -4.55047 0.18 0.26 0.31
H -4.64567 -0.84450 -1.83149 0.19 0.47 -0.17
H -5.25923 -0.19432 -3.34211 -0.28 -1.03 0.78
C 1.12207 -4.16536 4.71634 -0.01 0.73 1.79
C 1.46980 -2.73649 4.24645 0.36 -1.51 0.07
C 2.88439 -2.29129 4.59747 -0.99 0.76 0.53
O 1.39601 -2.87248 2.89112 0.46 0.89 -2.97
H 0.35948 -4.66976 4.12294 0.18 0.25 -0.33
H 0.68392 -4.10410 5.71251 0.24 -0.30 0.41
H 2.04368 -4.74670 4.74404 -0.16 -0.17 -0.02
H 0.70875 -1.99423 4.48722 0.04 0.19 1.05
H 3.06286 -1.29818 4.18520 -0.10 0.17 0.08
H 3.69714 -2.89670 4.19620 -0.31 -0.48 0.28
H 2.86253 -2.20970 5.68419 0.74 -0.05 0.11
H 0.55131 -3.30149 2.73611 -0.34 -0.25 -0.97
C -3.28420 2.62020 1.82637 0.36 -0.40 0.48
C -1.87222 1.95683 1.66652 -1.68 0.25 1.71
C -1.40963 1.21152 2.95037 -0.06 1.30 -0.39
O -1.99339 1.01373 0.65869 0.73 -1.32 -0.23
H -3.57955 3.08979 0.88810 0.12 0.39 0.15
H -3.40983 3.25957 2.70016 0.57 0.64 -0.29
H -4.07789 1.90589 2.04530 0.28 -0.75 -0.28
H -1.12000 2.71321 1.44259 0.03 0.20 -0.23
H -0.39793 0.81945 2.84612 -0.17 -0.42 -0.21
H -2.13789 0.47145 3.28208 0.18 -0.09 -0.11
H -1.28132 1.97090 3.72171 -0.27 0.01 0.23
H -2.52186 1.25917 -0.10425 -0.39 0.40 -0.49
```
Forces are in eV/Å.